Run P
DFT (ωB97M-V/def2-TZVPD) results for 2 unconnected molecules or ions with the total composition C4H6N2O2.

Each line ends with the natural charge from an NBO analysis.
Positions of all 14 atoms, in Å:
1 C 0.315 0.834 0.629  0.12
2 C -0.961 1.146 0.702  -0.02
3 C -0.572 -0.588 -0.641  0.59
4 C 0.581 -0.260 -0.203  -0.11
5 H 1.157 1.888 2.170  0.36
6 H 2.214 0.913 1.369  0.39
7 H -1.467 1.955 1.066  0.20
8 H -2.161 -1.259 -1.815  0.49
9 H 1.904 -1.287 -1.101  0.36
10 H 1.637 -1.852 0.280  0.37
11 N 1.421 1.567 1.158  -0.79
12 N 1.750 -0.939 -0.007  -0.80
13 O -1.527 0.387 -0.499  -0.49
14 O -1.181 -1.831 -1.119  -0.68

Properties
Charge   0
HOMO level   -8.25 eV

---

Run Q
DFT (ωB97M-V/def2-TZVPD) results for a molecular structure, C4H6N2O2.

Each line ends with the natural charge from an NBO analysis.
Positions of all 14 atoms, in Å:
1 C 1.266 1.250 -0.357  -0.80
2 N -0.027 -1.587 0.125  -0.64
3 C -1.045 -0.716 0.514  0.63
4 C 0.300 1.319 0.670  0.64
5 C -0.047 -1.073 -1.165  0.14
6 N -1.800 -0.670 1.513  -0.76
7 O -0.199 1.906 1.552  -0.45
8 O -1.183 -0.327 -0.900  -0.51
9 H 0.653 -2.089 0.671  0.42
10 H -2.429 0.123 1.533  0.37
11 H 0.051 -1.622 -2.091  0.20
12 H 1.145 2.042 -1.096  0.27
13 H 2.280 1.220 0.038  0.27
14 H 1.034 0.222 -1.007  0.23

Properties
Charge   0
HOMO level (spin up / spin down)   -6.85 / -7.02 eV

---

Of them, run P has the highest stability.

---

Run P
DFT (ωB97M-V/def2-TZVPD) results for C4H6N2O2 in the gas phase.

Each line ends with the natural charge from an NBO analysis.
Positions of all 14 atoms, in Å:
1 C 1.367 1.366 -0.395  0.32
2 C 0.093 -0.472 0.526  0.00
3 C 0.621 -0.769 1.748  -0.39
4 C -1.298 -0.899 0.230  0.75
5 H 2.233 1.358 -2.341  0.41
6 H 2.034 3.043 -1.566  0.40
7 H 1.572 1.872 0.699  0.16
8 H 0.091 -1.237 2.627  0.26
9 H 1.717 -0.194 1.727  0.19
10 H -1.166 -0.466 -1.608  0.49
11 N 2.109 1.860 -1.461  -0.83
12 N 0.655 0.289 -0.449  -0.55
13 O -1.907 -0.502 -0.968  -0.68
14 O -1.909 -1.346 1.115  -0.54

Properties
Charge   0
Structure (SMILES)   C=C(/N=C/N)C(=O)O
HOMO level   -8.90 eV

---

Run Q
DFT (ωB97M-V/def2-TZVPD) results for a molecular structure, C4H6N2O2.

Each line ends with the natural charge from an NBO analysis.
Positions of all 14 atoms, in Å:
1 C 0.955 0.734 0.497  -0.06
2 C 0.363 0.099 -0.715  0.00
3 C -1.515 -0.329 -1.398  0.29
4 C -0.533 0.274 0.622  0.00
5 H 1.903 -0.949 0.913  0.34
6 H 2.024 -0.063 2.068  0.36
7 H 0.906 1.839 0.574  0.23
8 H 0.419 -0.978 -0.693  0.19
9 H -2.061 -0.520 -2.299  0.21
10 H -1.140 1.210 0.657  0.19
11 N 2.164 0.096 1.046  -0.78
12 N -1.909 -1.017 -0.430  -0.17
13 O -0.503 0.567 -1.701  -0.45
14 O -1.073 -0.961 0.859  -0.36

Properties
Charge   0
HOMO level   -8.92 eV

---

Run R
DFT (ωB97M-V/def2-TZVPD) results for C4H6N2O2 in the gas phase.

Each line ends with the natural charge from an NBO analysis.
Positions of all 14 atoms, in Å:
1 C 0.136 -0.044 1.056  0.26
2 C -0.939 -1.640 0.163  0.35
3 C 0.339 0.061 -0.278  0.12
4 C 0.834 1.056 -1.257  -0.13
5 H 0.342 0.190 3.114  0.39
6 H 1.734 0.812 2.209  0.38
7 H -1.513 -2.521 -0.018  0.20
8 H 1.474 0.550 -2.028  0.20
9 H 1.443 1.865 -0.869  0.19
10 H -0.856 1.628 -1.354  0.46
11 N 0.635 0.695 2.241  -0.84
12 N -0.571 -1.138 1.272  -0.50
13 O -0.398 -0.979 -0.887  -0.40
14 O -0.263 1.477 -2.081  -0.68

Properties
Charge   0
Structure (SMILES)   Nc1ncoc1CO
HOMO level   -8.85 eV

---

Of them, run R has the highest stability.

---

Run P
DFT (ωB97M-V/def2-TZVPD) results for 2 unconnected molecules or ions with the total composition C4H6N2O2.

Each line ends with the natural charge from an NBO analysis.
Positions of all 14 atoms, in Å:
1 C -0.492 0.634 -1.116  0.18
2 C 2.234 -1.026 -2.189  1.03
3 C 0.855 0.055 0.758  -0.22
4 C 0.263 -1.198 0.070  -0.42
5 N 0.301 1.154 -0.074  -0.60
6 N -0.572 -0.671 -1.021  -0.47
7 O 2.369 -2.162 -2.395  -0.53
8 O 2.262 0.114 -2.074  -0.52
9 H -1.194 1.177 -1.637  0.19
10 H 0.614 0.188 1.743  0.16
11 H 2.019 0.050 0.830  0.14
12 H 0.733 -2.172 -0.035  0.21
13 H 0.629 2.118 -0.098  0.41
14 H -1.334 -1.121 -1.496  0.42

Properties
Charge   0
HOMO level (spin up / spin down)   -5.85 / -5.86 eV

---

Run Q
DFT (ωB97M-V/def2-TZVPD) results for C4H6N2O2 in the gas phase.

Each line ends with the natural charge from an NBO analysis.
Positions of all 14 atoms, in Å:
1 C -0.819 -1.050 -0.367  -0.15
2 C 0.230 2.210 -0.657  0.72
3 C 0.117 -1.091 0.594  0.03
4 C -0.305 0.993 -0.184  -0.10
5 N -0.782 0.128 -0.990  -0.34
6 N 0.424 -2.101 1.508  -0.80
7 O 0.840 3.009 0.049  -0.54
8 O 0.095 2.406 -1.992  -0.71
9 H -1.438 -1.910 -0.725  0.21
10 H 0.906 -0.476 0.415  0.20
11 H -0.424 0.901 0.896  0.19
12 H -0.273 -2.872 1.740  0.39
13 H 0.994 -1.856 2.295  0.39
14 H 0.436 1.708 -2.584  0.51

Properties
Charge   0
Structure (SMILES)   N/C=C/N=C/C(=O)O
HOMO level   -8.45 eV

---

Run R
DFT (ωB97M-V/def2-TZVPD) results for C4H6N2O2 in the gas phase.

Each line ends with the natural charge from an NBO analysis.
Positions of all 14 atoms, in Å:
1 C 0.458 -0.455 0.569  0.34
2 C -0.372 0.680 1.020  0.47
3 N 1.386 -1.800 -1.002  -0.62
4 C -1.137 1.504 0.081  -0.31
5 C -1.466 1.173 -1.161  -0.28
6 O 1.043 -1.144 1.590  -0.70
7 N 0.656 -0.730 -0.662  -0.25
8 O -0.379 0.905 2.228  -0.56
9 H 0.764 -0.681 2.404  0.51
10 H 1.767 -1.739 -1.933  0.38
11 H 1.975 -2.219 -0.289  0.37
12 H -1.487 2.429 0.523  0.22
13 H -2.061 1.833 -1.771  0.20
14 H -1.147 0.243 -1.596  0.22

Properties
Charge   0
Structure (SMILES)   C=CC(=O)/C(O)=N/N
HOMO level   -8.77 eV

---

Run S
DFT (ωB97M-V/def2-TZVPD) results for C4H6N2O2 in the gas phase.

Each line ends with the natural charge from an NBO analysis.
Positions of all 14 atoms, in Å:
1 C 2.423 -0.361 0.617  -0.11
2 C 1.117 -0.289 1.077  -0.09
3 C 1.261 0.520 -0.923  0.17
4 C -1.018 0.545 -0.104  0.54
5 N 2.484 0.214 -0.627  -0.45
6 N 0.410 0.232 0.059  -0.39
7 O -1.709 0.253 1.066  -0.71
8 O -1.540 -0.165 -1.164  -0.72
9 H 3.295 -0.365 1.138  0.20
10 H 0.541 -0.656 1.896  0.23
11 H 0.823 1.051 -1.813  0.20
12 H -1.102 1.670 -0.456  0.15
13 H -2.612 0.293 0.882  0.49
14 H -1.402 -1.127 -1.088  0.49

Properties
Charge   0
Structure (SMILES)   OC(O)n1ccnc1
HOMO level   -8.81 eV

---

Of them, run S has the highest stability.

---

Run P
DFT (ωB97M-V/def2-TZVPD) results for C4H6N2O2 in the gas phase.

Each line ends with the natural charge from an NBO analysis.
Positions of all 14 atoms, in Å:
1 C 1.637 0.067 0.022  0.79
2 C -0.461 -0.976 -0.702  -0.23
3 C -0.941 -0.436 0.542  -0.19
4 C -2.228 0.453 0.647  0.38
5 H 3.197 1.179 -0.199  0.40
6 H 1.532 1.937 -0.890  0.43
7 H 0.041 -2.063 -0.645  0.21
8 H -1.241 -0.693 -1.425  0.23
9 H -0.630 -1.195 1.402  0.23
10 H -2.549 0.805 1.891  0.19
11 N 2.127 1.377 -0.081  -0.84
12 N 0.235 0.084 -0.281  -0.50
13 O 2.221 -0.951 0.257  -0.59
14 O -2.940 0.413 -0.537  -0.53

Properties
Charge   0
Structure (SMILES)   NC(=O)N1C[C@@H]1C=O
HOMO level   -9.59 eV

---

Run Q
DFT (ωB97M-V/def2-TZVPD) results for C4H6N2O2 in the gas phase.

Each line ends with the natural charge from an NBO analysis.
Positions of all 14 atoms, in Å:
1 C 0.477 0.301 0.095  0.08
2 C -0.032 1.672 0.136  0.39
3 C -0.356 -0.885 -0.161  -0.18
4 C -1.777 -0.873 -0.579  -0.24
5 H 3.358 -0.599 -0.204  0.49
6 H 0.669 2.503 0.258  0.15
7 H 0.251 -1.755 -0.522  0.23
8 H -1.988 -1.828 -1.101  0.19
9 H -2.362 0.061 -0.758  0.25
10 H -1.647 -2.142 0.985  0.35
11 N 1.787 0.363 0.032  -0.07
12 N -1.452 -1.100 0.806  -0.56
13 O 2.396 -0.849 -0.085  -0.54
14 O -1.208 1.803 -0.098  -0.52

Properties
Charge   0
Structure (SMILES)   O=C/C(=N/O)[C@@H]1CN1
HOMO level   -9.76 eV

---

Run R
DFT (ωB97M-V/def2-TZVPD) results for C4H6N2O2 in the gas phase.

Each line ends with the natural charge from an NBO analysis.
Positions of all 14 atoms, in Å:
1 C 0.165 1.490 0.090  -0.75
2 C 0.406 0.134 -0.569  0.55
3 C 2.594 -0.664 -0.125  0.66
4 C -2.645 -0.873 0.312  -0.08
5 H 0.253 1.290 1.251  0.26
6 H 1.125 2.064 -0.184  0.23
7 H -0.948 1.749 -0.334  0.31
8 H 3.469 -1.162 -0.529  0.14
9 H -2.398 -1.902 0.612  0.19
10 H -3.701 -0.367 0.550  0.20
11 N -0.556 -0.776 -0.721  -0.32
12 N -1.766 -0.075 -0.273  -0.32
13 O 1.640 -0.334 -1.080  -0.53
14 O 2.363 -0.574 0.999  -0.54

Properties
Charge   0
Structure (SMILES)   C=N/N=C(\C)OC=O
HOMO level   -9.73 eV

---

Of them, run R has the highest stability.

---

Run P
DFT (ωB97M-V/def2-TZVPD) results for C4H6N2O2 in the gas phase.

Each line ends with the natural charge from an NBO analysis.
Positions of all 14 atoms, in Å:
1 C -0.792 1.827 0.325  -0.11
2 C -0.184 0.437 0.002  0.55
3 C 0.937 -1.896 -0.628  0.02
4 C -0.155 -1.304 -1.504  -0.15
5 H 0.298 1.453 1.760  0.49
6 H -1.954 1.641 0.356  0.20
7 H -0.437 2.421 -0.547  0.19
8 H 1.828 -2.490 -0.932  0.22
9 H -0.124 -1.517 -2.660  0.22
10 H -1.089 -1.746 -1.059  0.19
11 N 0.411 -0.142 0.971  -0.40
12 N 1.012 -1.354 0.519  -0.25
13 O -0.466 2.011 1.658  -0.70
14 O -0.450 0.029 -1.222  -0.46

Properties
Charge   0
Structure (SMILES)   OCC1=NN=CCO1
HOMO level   -9.38 eV

---

Run Q
DFT (ωB97M-V/def2-TZVPD) results for C4H6N2O2 in the gas phase.

Each line ends with the natural charge from an NBO analysis.
Positions of all 14 atoms, in Å:
1 C 1.096 0.016 -0.142  0.15
2 C 0.180 1.129 -0.176  -0.39
3 C -1.081 0.683 -0.182  0.45
4 C 0.277 -1.082 -0.241  -0.24
5 H 3.151 -0.665 0.364  0.39
6 H 2.958 0.743 -0.317  0.37
7 H 0.425 2.217 0.330  0.23
8 H -2.987 0.657 -0.240  0.49
9 H -1.601 -1.205 1.214  0.47
10 H 0.727 -1.975 -0.737  0.22
11 N 2.432 0.150 0.264  -0.80
12 N -1.040 -0.685 -0.410  -0.14
13 O -2.377 1.255 0.037  -0.65
14 O -2.162 -1.239 0.237  -0.53

Properties
Charge   0
Structure (SMILES)   Nc1cc(O)n(O)c1
HOMO level   -8.17 eV

---

Of them, run P has the highest stability.

---

Run P
DFT (ωB97M-V/def2-TZVPD) results for C4H6N2O2 in the gas phase.

Each line ends with the natural charge from an NBO analysis.
Positions of all 14 atoms, in Å:
1 C 2.091 0.441 0.458  -0.46
2 C -0.421 -0.578 -0.547  0.75
3 C -2.548 -0.450 0.150  0.05
4 C -2.209 0.843 -0.332  -0.01
5 H 2.045 -0.097 1.450  0.18
6 H 2.914 1.136 0.343  0.21
7 H 1.433 1.216 0.568  0.19
8 H 2.527 -1.144 -0.790  0.35
9 H -3.265 -1.071 1.039  0.27
10 H -2.750 1.789 -0.288  0.24
11 N 1.776 -0.358 -0.750  -0.46
12 N 0.688 -1.183 -0.432  -0.38
13 O -1.469 -1.264 -0.072  -0.46
14 O -0.812 0.721 -0.794  -0.47

Properties
Charge   0
Structure (SMILES)   CNN=c1occo1
HOMO level   -8.19 eV

---

Run Q
DFT (ωB97M-V/def2-TZVPD) results for C4H6N2O2 in the gas phase.

Each line ends with the natural charge from an NBO analysis.
Positions of all 14 atoms, in Å:
1 C 0.452 0.239 0.661  0.04
2 C -0.732 -0.583 1.263  -0.28
3 C -0.164 0.351 -0.749  0.02
4 C 0.678 0.775 -1.844  0.39
5 H 2.266 0.057 0.174  0.50
6 H 0.828 1.177 0.938  0.19
7 H -0.304 -1.509 0.907  0.21
8 H -0.846 -0.610 2.392  0.23
9 H -2.542 -0.860 0.473  0.37
10 H 0.229 0.692 -2.772  0.13
11 N -1.873 -0.161 0.460  -0.41
12 N -1.463 0.154 -0.812  -0.13
13 O 1.609 -0.578 0.640  -0.72
14 O 1.862 0.855 -1.731  -0.53

Properties
Charge   0
Structure (SMILES)   O=CC1=NNC[C@H]1O
HOMO level   -9.45 eV

---

Run R
DFT (ωB97M-V/def2-TZVPD) results for a molecular structure, C4H6N2O2.

Each line ends with the natural charge from an NBO analysis.
Positions of all 14 atoms, in Å:
1 C 0.148 -0.357 -1.967  -0.63
2 C -0.331 -0.619 -0.549  -0.52
3 C -0.377 0.132 0.696  0.26
4 C 0.032 0.306 1.937  0.28
5 H -0.594 -1.323 -2.657  0.26
6 H 1.418 -0.694 -2.213  0.21
7 H 0.184 0.880 -2.139  0.24
8 H -1.529 -0.714 -0.606  0.27
9 H 0.225 -1.749 -0.510  0.25
10 H 2.350 -0.476 1.190  0.28
11 N -1.080 2.183 1.432  0.12
12 N -0.211 1.583 2.298  -0.25
13 O -1.194 1.261 0.484  -0.28
14 O 0.960 -0.415 2.604  -0.49

Properties
Charge   0
HOMO level   -9.53 eV

---

Run S
DFT (ωB97M-V/def2-TZVPD) results for C4H6N2O2 in the gas phase.

Each line ends with the natural charge from an NBO analysis.
Positions of all 14 atoms, in Å:
1 C 0.093 0.985 -1.586  0.16
2 C 0.456 0.529 -0.429  -0.50
3 C -0.293 -0.472 0.136  0.66
4 C 0.848 -0.593 2.471  0.54
5 H -1.057 0.738 -3.214  0.39
6 H -1.828 0.228 -1.729  0.44
7 H 0.872 1.578 -2.178  0.20
8 H 1.216 0.939 0.140  0.22
9 H -0.341 -2.019 1.713  0.43
10 H 1.456 0.405 2.280  0.11
11 N -1.160 0.815 -2.166  -0.77
12 N 0.008 -1.006 1.451  -0.67
13 O -1.344 -0.899 -0.371  -0.64
14 O 1.075 -1.226 3.482  -0.58

Properties
Charge   0
Structure (SMILES)   N/C=C\C(=O)NC=O
HOMO level   -9.29 eV

---

Of them, run S has the highest stability.